Record 1
Molecular formula: C2H3BrOS
Method: DFT, ωB97M-V with the def2-TZVPD basis set

CARTESIAN COORDINATES (ANGSTROEM)
C -0.06475 0.01375 0.02952
C 0.36029 0.25372 1.49788
O -1.64483 -1.65363 -3.37300
S -0.39410 -1.16722 -2.88636
Br 0.55108 1.44927 -1.05532
H 0.35036 -0.63526 2.15422
H 1.30601 0.82049 1.76358
H -0.46405 0.91889 1.86949

Forces on the atoms, in the same order (eV/Å):
0.740 0.531 1.587
0.277 0.702 -0.106
-3.103 -1.256 -1.214
3.020 1.059 1.032
-0.033 -0.262 0.570
-0.295 0.102 -0.744
-0.912 -0.456 -0.834
0.306 -0.421 -0.290

The value obtained for the molar mass is 155.016 g mol⁻¹. The largest force on an atom is 0.06924 hartree/bohr. The calculation puts the HOMO energy (spin up / spin down) at -0.31113 / -0.30630 hartree. As for the orbital gap (spin up / spin down): 7.3 / 7.3 eV. The spin multiplicity is 1. Its energy above the lowest of the compared OMol25 structures with the same formula, charge and spin is 119.6 kcal per mole.

Record 2
Molecular formula: C78H174N10O14
Method: DFT, ωB97M-V with the def2-TZVPD basis set

CARTESIAN COORDINATES (ANGSTROEM)
C -0.82729 -0.07085 2.51300
C 0.14255 -0.07836 1.38614
C -0.15896 -1.26457 0.51469
C 0.63424 -1.18714 -0.77297
C 0.37997 0.11015 -1.53779
C 0.70002 1.40646 -0.63465
N 0.08186 1.28054 0.73740
O 0.17687 2.43895 1.60771
C 2.15822 1.80269 -0.45569
C 0.01617 2.52032 -1.38133
C 1.52496 -0.30884 2.03565
H -1.85208 -0.03467 2.14342
H -0.67059 0.65902 3.30727
H -0.77997 -1.11222 2.83144
H -0.00452 -2.22368 1.00900
H -1.20546 -1.31556 0.21415
H 0.35495 -1.96675 -1.48171
H 1.68481 -1.37838 -0.55426
H -0.68844 0.24214 -1.70858
H 0.91271 0.05736 -2.48726
H 2.90078 1.02227 -0.28942
H 2.55604 2.28912 -1.34633
H 2.32284 2.52173 0.34680
H 0.25984 2.71695 -2.42539
H -1.05055 2.29854 -1.34982
H 0.15837 3.46429 -0.85521
H 1.52915 -1.17866 2.69253
H 1.66675 0.46981 2.78513
H 2.33484 -0.26934 1.30721
H 1.12642 2.55633 1.68644
C -5.32090 -7.28756 1.42020
C -4.89908 -6.23246 2.47668
C -3.48067 -6.73267 2.94676
C -2.34937 -6.03778 2.22045
C -2.58457 -4.55372 2.37907
C -3.83934 -4.15501 1.55886
N -5.00844 -4.84463 2.03621
O -6.17814 -4.58079 1.34149
C -4.05785 -2.70386 2.05589
C -3.52445 -4.07767 0.05531
C -5.88195 -6.39621 3.71281
H -5.34413 -8.33298 1.72786
H -4.60207 -7.12655 0.61680
H -6.31622 -7.19094 0.98650
H -3.45043 -6.54715 4.02043
H -3.39145 -7.79741 2.73120
H -2.33540 -6.35587 1.17798
H -1.43977 -6.37642 2.71647
H -1.73205 -4.03658 1.93873
H -2.81312 -4.21185 3.38851
H -4.90415 -2.19361 1.59595
H -4.32293 -2.55813 3.10308
H -3.20543 -2.07967 1.78779
H -3.84826 -5.03268 -0.35846
H -4.00984 -3.33823 -0.58166
H -2.55089 -4.07362 -0.43485
H -5.52466 -5.88256 4.60534
H -6.00599 -7.44639 3.97704
H -6.79895 -5.87143 3.44481
H -6.45302 -3.76307 1.76264
C 3.79779 -5.65862 -1.50014
C 2.20441 -5.53654 -1.76474
C 1.80162 -4.12689 -2.09957
C 2.31792 -3.63024 -3.41899
C 1.82570 -4.62161 -4.50296
C 2.22308 -6.12907 -4.27023
N 1.85966 -6.50951 -2.88459
O 1.94261 -7.87242 -2.60097
C 1.24336 -6.99638 -5.15821
C 3.73878 -6.38836 -4.52764
C 1.44701 -5.95250 -0.52553
H 3.92247 -5.13568 -0.55193
H 4.30100 -4.99519 -2.20353
H 4.19812 -6.67170 -1.53852
H 0.74335 -3.91167 -1.95177
H 2.30462 -3.41925 -1.44054
H 3.40147 -3.69998 -3.32329
H 1.98604 -2.59951 -3.54372
H 2.21818 -4.23843 -5.44491
H 0.73671 -4.64061 -4.46032
H 1.26686 -8.06638 -4.95168
H 0.23441 -6.62959 -4.96954
H 1.36752 -6.78114 -6.21951
H 4.47757 -5.65372 -4.20734
H 4.01372 -7.33775 -4.06813
H 3.90422 -6.43651 -5.60394
H 0.36382 -6.00245 -0.63641
H 1.49636 -5.40418 0.41522
H 1.70429 -7.00316 -0.39129
H 1.03684 -8.19037 -2.61030
C -4.63351 0.61288 -4.67409
C -5.36650 0.86312 -3.28414
C -5.18284 -0.54786 -2.53282
C -5.51181 -0.57976 -1.10789
C -4.78604 0.65669 -0.39797
C -4.90110 2.08835 -1.11175
N -4.66607 1.97521 -2.58443
O -4.61449 3.15487 -3.22116
C -6.25605 2.66672 -0.76979
C -3.82419 2.95359 -0.53082
C -6.85160 0.95746 -3.68045
H -3.59623 0.32111 -4.50967
H -4.71051 1.51421 -5.28218
H -4.98793 -0.21857 -5.28334
H -5.84479 -1.34719 -2.86599
H -4.18052 -0.91310 -2.75655
H -5.39933 -1.47550 -0.49706
H -6.59025 -0.51665 -0.96257
H -3.72184 0.44620 -0.50426
H -4.97187 0.73681 0.67308
H -6.41430 3.39772 -1.56269
H -7.04894 1.92226 -0.69769
H -6.30545 3.25444 0.14686
H -3.61842 2.67270 0.50207
H -2.84483 3.00101 -1.00696
H -4.24571 3.95300 -0.63847
H -6.94299 1.05651 -4.76210
H -7.06361 1.98968 -3.40178
H -7.62363 0.25952 -3.35650
H -3.66546 3.29250 -3.26584
C -2.02683 -3.93934 8.87787
C -2.00435 -3.54404 7.38195
C -2.56398 -2.05868 7.18963
C -1.46599 -1.00956 7.45618
C -0.18787 -1.29479 6.63891
C 0.37111 -2.69972 6.90809
N -0.68894 -3.70612 6.73493
O -0.20156 -4.99922 6.60238
C 1.52024 -2.81542 5.88510
C 0.99592 -2.67299 8.27627
C -3.00821 -4.44379 6.70861
H -1.28872 -3.45560 9.51761
H -1.77021 -4.99693 8.93899
H -2.99376 -4.02459 9.37374
H -3.03504 -1.92898 6.21526
H -3.20826 -1.81247 8.03365
H -1.22688 -1.07494 8.51763
H -1.85526 0.00445 7.36476
H 0.50662 -0.49899 6.90811
H -0.42257 -1.38237 5.57808
H 1.09346 -3.07619 4.91662
H 2.14323 -1.94396 5.68372
H 2.21452 -3.57141 6.25190
H 1.78374 -1.92312 8.34799
H 0.37823 -2.27359 9.08065
H 1.37914 -3.62023 8.65571
H -3.06137 -4.37639 5.62200
H -4.05584 -4.36742 6.99971
H -2.82682 -5.49583 6.92869
H 0.07315 -5.29272 7.47416
C -1.28655 2.58246 -6.47506
C -0.78655 4.04307 -6.60473
C 0.44166 3.98758 -7.63469
C 0.86289 5.34537 -8.12137
C -0.29406 6.17062 -8.74741
C -1.47196 6.27739 -7.71057
N -1.81733 4.93035 -7.11632
O -3.06449 4.83362 -6.62422
C -1.27733 7.43916 -6.65460
C -2.63968 6.72658 -8.58866
C -0.25107 4.51246 -5.23773
H -1.40128 2.13985 -7.46453
H -2.15106 2.39249 -5.83896
H -0.54521 1.94209 -5.99712
H 1.19870 3.39598 -7.11990
H 0.13517 3.46844 -8.54280
H 1.65082 5.26813 -8.87055
H 1.32556 5.99055 -7.37452
H -0.72786 5.64951 -9.60084
H 0.07098 7.18182 -8.92720
H -1.04123 8.32671 -7.24163
H -2.13461 7.76152 -6.06362
H -0.50493 7.33197 -5.89302
H -3.54028 7.05012 -8.06681
H -2.41917 7.53906 -9.28099
H -2.96445 5.97580 -9.30906
H 0.28141 3.72249 -4.70809
H -1.04993 4.81997 -4.56292
H 0.36057 5.41465 -5.23052
H -3.60904 4.56673 -7.36841
C 4.68005 -1.79227 -0.74149
O 3.92742 -1.09910 -1.76562
C 4.82390 -0.79883 -2.88141
C 3.98723 -0.30953 -4.12038
N 3.40693 0.99928 -3.77079
C 2.73483 1.67034 -4.94306
C 3.53246 2.16642 -6.03912
O 3.79986 3.50624 -5.66012
C 4.10951 4.34444 -6.69560
H 4.06959 -2.35004 -0.03132
H 5.21792 -1.13626 -0.05704
H 5.30685 -2.64623 -0.99833
H 5.54936 -1.59712 -3.03809
H 5.29453 0.08075 -2.44216
H 3.19516 -0.98739 -4.43855
H 4.52712 -0.20307 -5.06129
H 2.75859 0.91268 -3.00120
H 1.96373 2.31547 -4.52197
H 2.10120 0.90985 -5.39941
H 2.89903 2.14953 -6.92603
H 4.53783 1.76063 -6.15167
H 4.14798 5.36876 -6.32494
H 3.31154 4.36416 -7.43786
H 5.04124 4.24646 -7.25271
C 9.30660 -1.84219 1.80995
O 8.78918 -3.05344 2.28093
C 8.22247 -3.97376 1.40254
C 7.36976 -4.95698 2.15199
N 6.23517 -4.52597 3.00391
C 5.17025 -3.87832 2.27293
C 4.57964 -2.63988 3.09496
O 4.09501 -3.04229 4.36243
C 4.82319 -2.51404 5.46147
H 9.92557 -1.27132 2.50211
H 8.73222 -1.01067 1.40156
H 9.89211 -1.92509 0.89430
H 8.99157 -4.53360 0.87039
H 7.66856 -3.36349 0.68921
H 8.05512 -5.45952 2.83451
H 7.01927 -5.65073 1.38781
H 6.51018 -3.94896 3.78591
H 4.27618 -4.46540 2.06295
H 5.54134 -3.54017 1.30544
H 3.68125 -2.23724 2.62712
H 5.14110 -1.70611 3.06431
H 4.30311 -2.53289 6.41921
H 5.12475 -1.47726 5.31226
H 5.76325 -3.06510 5.48826
C 2.79545 5.21716 -3.03792
O 2.26290 6.03460 -1.98434
C 3.12997 5.91562 -0.82693
C 2.81374 7.09104 0.10052
N 1.42326 7.21842 0.28309
C 0.70773 6.39124 1.20078
C 1.00546 6.69275 2.72613
O 0.41980 7.84726 3.31021
C 0.82473 9.03981 2.56133
H 2.14357 5.18639 -3.91096
H 2.86106 4.20525 -2.63813
H 3.80090 5.50411 -3.34583
H 4.19652 6.03904 -1.01489
H 3.24767 4.98371 -0.27393
H 2.96688 8.05781 -0.37906
H 3.36922 6.99980 1.03389
H 1.15573 7.07019 -0.67949
H 0.71711 5.38625 0.77885
H -0.34031 6.67471 1.10411
H 2.07464 6.74991 2.93029
H 0.66107 5.93363 3.42843
H 0.23846 9.10977 1.64509
H 1.88367 9.12280 2.31669
H 0.63332 9.92228 3.17183
C 1.80697 2.65126 4.81509
O 0.59629 3.28072 4.41298
C -0.61983 2.93494 5.13758
C -1.77150 3.63357 4.65202
N -1.60221 5.05445 5.00289
C -2.79215 5.86829 4.69164
C -4.22496 5.38985 5.04452
O -4.65966 4.15862 4.27504
C -4.71144 4.22475 2.88594
H 1.83511 1.63992 4.40950
H 1.87480 2.61930 5.90250
H 2.62636 3.05383 4.21954
H -0.48688 3.01320 6.21661
H -0.92863 1.89155 5.07351
H -2.61431 3.10448 5.09680
H -1.75580 3.43010 3.58130
H -0.82680 5.35869 4.43167
H -2.71249 6.00487 3.61317
H -2.69853 6.84985 5.15625
H -4.80779 6.30789 4.96956
H -4.17107 5.17212 6.11120
H -5.72835 4.58241 2.72445
H -4.61711 3.22464 2.46286
H -3.97956 4.84613 2.36989

Forces on the atoms, in the same order (eV/Å):
-1.246 -1.111 0.214
1.431 1.678 1.661
-0.626 0.178 -1.950
0.010 -0.410 -0.720
0.561 0.689 2.672
0.549 -0.165 0.002
-1.557 -1.249 -1.963
0.078 -2.011 -1.526
1.324 -0.268 -0.756
-1.206 1.102 0.638
-0.138 0.628 0.451
-0.142 0.619 -0.121
0.147 -0.219 -0.138
0.037 0.044 1.056
0.409 0.236 0.413
-0.435 0.399 0.161
-0.140 -0.306 0.310
0.207 0.390 -0.224
-0.120 -0.395 -0.291
0.106 0.559 0.011
-0.368 -0.489 0.146
-0.119 0.240 -0.201
-0.247 0.160 0.029
0.579 -0.517 -0.098
-0.052 0.150 -0.047
-0.040 0.182 0.060
0.117 -0.521 -0.530
0.240 0.448 -0.266
0.088 -0.337 0.238
0.393 0.329 0.580
-0.297 0.719 -0.901
-1.586 -2.433 1.413
-0.832 0.811 -0.548
-0.213 -0.215 1.398
-0.449 -0.578 -1.395
1.180 3.237 0.865
1.997 -1.590 0.923
-0.250 0.141 -0.566
-0.475 1.109 -0.720
-0.838 -1.729 -1.733
0.707 0.684 -0.823
0.655 0.152 0.488
-0.018 -0.547 -0.395
-0.085 0.710 0.053
0.471 -0.097 0.029
-0.364 -0.051 0.389
0.156 0.195 -0.136
0.328 0.166 -0.274
-0.094 0.514 0.284
0.583 -0.409 0.219
-0.199 -0.157 -0.656
0.589 -0.638 0.325
0.205 0.050 0.182
-0.524 -0.191 -0.212
-0.713 0.277 0.667
0.984 0.278 1.371
0.379 0.101 -0.032
-0.319 0.037 -0.181
-0.339 -0.565 0.020
-0.499 0.105 -0.028
-1.806 1.667 0.148
1.571 -1.927 -0.186
0.686 1.183 0.084
-0.509 -1.805 -0.390
0.479 0.014 0.748
0.065 -0.302 0.432
-1.809 2.931 0.162
1.092 0.102 0.194
0.534 1.071 0.023
-0.476 -0.293 -0.853
-0.798 -1.642 0.300
0.432 -0.514 0.433
0.182 -0.420 -0.170
-0.243 0.150 0.181
-0.192 -0.545 -0.223
-0.042 -0.367 0.947
0.134 0.531 -0.466
0.174 -0.036 -0.412
-0.319 -0.525 -0.439
-0.102 0.376 -0.383
0.317 0.158 -0.144
-0.074 -0.129 0.376
0.451 -0.285 -0.112
-0.516 0.296 0.410
0.013 -0.085 -0.180
-0.012 -0.346 -0.163
-0.226 0.208 -0.814
1.048 0.283 -0.201
0.173 0.010 0.711
-0.190 0.090 0.049
0.397 0.307 0.861
0.501 -3.185 -1.641
0.521 -0.080 -0.947
-0.294 2.861 3.160
0.424 -0.578 -1.844
-0.294 -2.329 0.572
-0.508 -4.960 2.283
-0.277 1.975 -1.163
-0.391 0.790 -0.415
0.172 1.080 0.139
-0.026 2.565 -0.308
0.350 0.508 0.159
0.171 0.090 -0.055
-0.758 0.007 0.374
-0.127 0.409 -1.409
0.308 0.117 0.317
1.073 -0.333 -0.541
-0.431 0.719 -0.309
0.321 -0.299 0.224
-0.316 0.219 -0.083
-0.739 0.071 -0.056
-0.020 0.040 -0.403
0.401 -0.208 0.246
-0.239 0.363 0.085
-0.201 -0.512 -0.372
0.443 0.439 0.636
0.034 -0.463 -0.146
-1.025 -0.015 0.391
0.484 0.006 0.523
0.091 0.449 -0.265
0.691 -1.027 0.210
-1.157 1.001 0.496
1.819 -0.010 1.034
0.315 -0.770 -0.486
-1.867 -0.249 0.504
0.679 1.425 0.378
-0.208 1.780 -1.111
-0.235 -0.153 0.021
-0.353 -1.313 -0.054
0.396 0.370 1.734
-0.772 -1.540 -0.752
-0.309 0.372 -0.081
0.510 -0.316 -0.219
-0.284 0.907 -0.288
-0.031 -0.076 0.067
-0.908 -0.707 -0.428
0.176 -0.072 0.149
0.029 0.075 -0.489
0.478 -0.282 -0.526
-0.081 0.916 -0.238
0.139 -0.405 -0.041
-0.474 0.457 0.597
-0.043 -0.331 -0.524
0.581 -0.249 -0.536
-0.659 -0.323 -0.148
0.154 -0.168 -0.252
0.494 0.286 -0.111
0.052 0.799 0.567
0.451 -0.134 -0.080
0.181 -0.229 0.511
-0.072 -0.225 0.010
1.411 -1.711 -0.137
-1.513 0.537 0.236
0.476 1.370 -0.479
0.224 -1.549 2.371
-0.572 1.336 -1.058
1.062 1.726 0.124
0.915 -0.472 0.404
0.319 -0.161 0.313
-1.461 -0.055 -0.464
-0.573 1.025 0.932
-0.444 0.086 -0.019
-0.348 0.503 -0.264
0.519 0.432 -0.031
0.104 0.262 -0.095
-0.200 -0.495 0.182
0.003 -0.302 -0.120
-0.052 -0.205 0.463
0.343 0.327 -0.333
-0.319 -0.164 -0.431
0.195 -0.141 -0.180
-0.559 -0.675 -0.339
0.321 -0.401 -0.407
0.133 -0.063 0.337
0.668 0.232 0.458
0.084 -0.555 0.152
0.050 -0.112 -0.440
-0.437 -0.315 -0.034
0.304 -0.214 -0.615
-0.794 0.021 -0.451
-0.819 -0.161 0.940
0.943 -1.935 -0.001
-1.211 1.253 0.349
-0.192 0.266 1.007
0.499 0.953 -1.421
-1.643 -3.947 2.755
1.243 2.305 0.307
0.136 0.510 0.374
-0.180 1.844 -0.981
-1.204 0.427 -0.205
0.415 0.485 -0.462
0.481 0.402 -1.191
-0.264 -0.121 -0.285
0.871 0.176 -0.856
-0.185 -0.598 0.491
0.808 0.119 0.405
-0.031 -0.075 -0.022
0.549 0.833 -0.215
-0.380 -0.675 -0.232
0.427 -0.099 -0.515
-0.363 -0.988 -0.416
-0.007 0.043 0.334
-0.197 -0.209 -0.355
0.374 -0.823 0.228
1.128 0.865 -1.566
0.419 1.147 1.727
-0.341 1.403 -0.636
-0.259 -0.132 1.181
0.272 -0.289 -0.956
-0.774 2.159 0.993
-0.826 -0.562 -1.269
0.163 0.531 0.647
1.043 -0.039 -0.586
0.095 -0.946 0.649
-2.038 -0.327 0.470
0.807 -0.951 0.006
0.158 -0.094 -0.198
-0.394 -0.314 -0.544
-0.021 -0.396 -0.116
-0.199 -0.323 0.240
0.394 -0.133 -0.173
0.206 -0.725 0.179
-0.089 0.371 -0.193
-0.325 -0.579 -0.765
1.106 -0.310 0.696
-0.259 -0.547 -0.330
-0.234 0.314 -0.262
0.146 -0.116 0.719
-0.228 -0.454 0.677
1.523 -0.926 0.302
1.206 1.521 0.387
0.354 -0.247 -0.057
-1.059 1.250 0.005
-1.107 0.419 0.722
0.333 -0.788 0.166
0.731 1.363 -1.840
-0.887 0.061 0.736
-0.102 0.340 0.212
0.096 -0.310 -0.247
0.018 0.290 0.028
0.234 0.343 -1.235
-1.511 -0.725 -0.262
1.428 -0.177 -0.224
0.123 0.150 -0.030
-1.360 0.124 0.186
0.276 -0.946 1.236
-0.285 0.067 -0.045
0.403 -0.001 -0.353
-0.025 -0.628 -0.682
0.161 0.015 0.000
0.170 -0.702 0.004
-0.363 -0.206 0.235
-1.184 -0.714 -0.859
-0.796 0.191 0.336
2.538 -2.270 1.025
-0.090 1.382 -0.329
-1.733 -0.840 0.714
0.266 -0.087 -1.122
1.993 -1.228 -0.859
1.278 1.675 2.739
-1.081 0.400 -0.191
-0.390 -0.631 0.502
0.596 0.249 -0.047
0.109 0.936 0.732
0.331 0.735 0.206
0.820 -0.753 -0.645
-0.323 0.727 0.009
-0.561 0.205 -0.517
-0.056 0.380 0.146
-0.619 0.580 -0.345
0.162 0.050 0.037
-0.784 -0.422 -0.648
-0.543 -0.779 -0.106
-0.060 0.196 -1.084
0.000 -0.135 0.275
0.123 0.231 0.263

The value obtained for the molar mass is 1476.306 g mol⁻¹. As for the expectation value of S²: 0.75. The largest force on an atom is 0.10665 hartree/bohr. The net charge is +1. The calculation puts the HOMO energy (spin up / spin down) at -0.33884 / -0.33884 hartree. As for the orbital gap (spin up / spin down): 6.6 / 2.7 eV. The spin multiplicity is 2.